a | 12
Properties=species:S:1:pos:R:3:lowdin_charge:R:1 method="wB97M-V/def2-TZVPD" lumo_energy_ev=-4.56 homo_energy_ev=-13.9 charge=+1
S 2.613 -0.293 1.546 1.037
N 0.554 0.021 -0.428 -0.077
C 1.193 -1.025 2.373 -0.181
C 0.164 1.050 -1.409 0.029
C -0.800 0.054 -0.874 -0.032
C 1.342 -0.154 0.502 -0.393
H 0.861 -1.934 2.022 0.006
H -1.589 0.208 -0.067 0.165
H -0.967 -0.865 -1.415 0.133
H 0.425 -0.482 2.857 0.037
H 0.390 0.953 -2.448 0.125
H 0.208 2.039 -0.917 0.151

---

b | 12
Properties=species:S:1:pos:R:3:lowdin_charge:R:1 method="wB97M-V/def2-TZVPD" lumo_energy_ev="-6.17 / -6.17" homo_energy_ev="-13.8 / -13.8" charge=+1
S -1.295 1.928 0.248 1.127
N -0.103 0.973 -0.390 -0.209
C 1.738 -0.724 -0.810 -0.068
C -2.726 1.134 0.434 -0.203
C 1.205 -1.026 0.586 0.001
C 0.897 0.226 -0.184 -0.290
H 2.844 -0.491 -0.887 0.154
H 0.369 -1.802 0.750 0.161
H -2.973 0.281 -0.170 0.050
H 1.590 -1.250 -1.795 0.149
H 1.970 -0.901 1.225 0.068
H -3.516 1.653 0.994 0.060

---

Preferred: b; penalty for the next structure: 7.3 kcal/mol.

---

a | 25
Properties=species:S:1:pos:R:3:lowdin_charge:R:1 method="wB97M-V/def2-TZVPD" lumo_energy_ev=0.78 homo_energy_ev=-8.2 smiles="CC(C)(C)C=O.CC=C=N" charge=0
O -0.297 1.002 1.660 0.076
N -2.343 2.133 -0.030 0.180
C 0.304 0.145 1.154 -0.289
C 2.592 0.585 0.816 -0.060
C -2.999 -1.541 0.060 -0.079
C 1.395 0.164 0.002 -0.609
C -2.223 0.937 -0.023 -0.236
C 1.483 -1.264 -0.526 -0.055
C 1.057 1.080 -1.137 -0.040
C -2.134 -0.341 -0.321 -0.182
H 2.491 -0.016 1.785 0.103
H 1.483 -2.050 0.151 0.049
H 0.041 0.845 -1.494 0.077
H -3.701 -1.063 0.694 0.056
H 0.299 -0.880 1.580 0.132
H -2.388 -2.244 0.586 0.052
H 0.507 -1.366 -1.084 0.088
H 2.415 1.665 1.065 0.096
H -1.893 2.865 0.552 0.099
H 2.358 -1.369 -1.215 0.106
H -3.435 -2.039 -0.844 0.088
H 3.631 0.332 0.267 0.138
H 1.633 0.976 -2.008 0.071
H 1.098 2.069 -0.709 0.087
H -1.375 -0.625 -0.981 0.053

---

b | 25
Properties=species:S:1:pos:R:3:lowdin_charge:R:1 method="wB97M-V/def2-TZVPD" lumo_energy_ev=0.20 homo_energy_ev=-8.3 charge=0
O -0.150 -2.182 1.176 0.029
N -2.099 0.572 1.279 0.120
C 1.136 0.399 -1.153 -0.363
C -0.413 -1.258 0.435 -0.464
C 1.401 -0.719 -0.378 -0.016
C -1.396 -1.395 -0.703 -0.043
C -0.886 0.243 1.416 -0.371
C 0.806 0.283 -2.609 -0.054
C -0.053 0.373 2.660 -0.060
C 0.817 1.622 -0.457 -0.048
H 1.449 1.839 0.401 0.088
H 1.644 -1.650 -0.875 0.100
H -1.551 -0.444 -1.206 0.070
H 0.684 2.506 -1.075 0.091
H 1.624 0.715 -3.194 0.091
H -1.028 -2.145 -1.403 0.087
H -2.493 1.038 2.103 0.065
H 0.685 -0.755 -2.920 0.081
H 1.915 -0.583 0.565 0.094
H 0.415 1.358 2.713 0.076
H 0.744 -0.369 2.677 0.068
H -2.344 -1.747 -0.302 0.088
H -0.154 1.251 0.156 0.102
H -0.098 0.837 -2.865 0.086
H -0.656 0.210 3.557 0.084

---

Preferred: a; penalty for the next structure: 10.5 kcal/mol.

---

a | 15
Properties=species:S:1:pos:R:3:lowdin_charge:R:1 method="wB97M-V/def2-TZVPD" lumo_energy_ev=-1.04 homo_energy_ev=-8.6 charge=0
Cl -4.273 -1.960 -0.789 0.693
O -2.277 3.243 0.934 0.144
O -0.013 3.283 0.487 0.174
N -1.520 0.861 0.221 0.001
N -0.924 -1.278 -0.191 0.137
C 0.814 0.531 0.277 -0.009
C -1.141 3.150 0.679 -0.465
C -2.856 0.486 -0.072 -0.205
C -3.209 -0.733 -0.291 -0.443
C -0.589 -0.055 0.079 -0.524
H 0.964 1.431 -0.428 0.109
H -0.301 -2.165 -0.209 0.120
H -3.560 1.344 0.297 0.163
H 0.795 0.912 1.245 0.051
H 1.500 -0.260 0.126 0.054

---

b | 15
Properties=species:S:1:pos:R:3:lowdin_charge:R:1 method="wB97M-V/def2-TZVPD" lumo_energy_ev=0.01 homo_energy_ev=-8.5 smiles="O=[N+]([O-])C1=C(Cl)C=CNC1" charge=0
Cl 2.231 -1.740 -0.820 0.697
O 1.949 2.342 -0.909 0.097
O 2.754 1.039 0.641 0.074
N -1.707 0.239 0.095 -0.021
N 1.908 1.391 -0.164 -0.370
C 0.783 -0.874 -0.323 -0.598
C -0.379 -1.669 -0.139 -0.136
C -0.496 0.915 0.574 -0.133
C -1.591 -1.080 -0.064 -0.167
C 0.756 0.467 -0.134 -0.184
H -2.549 -1.695 -0.296 0.156
H -0.713 2.026 0.443 0.147
H -0.197 -2.733 -0.109 0.094
H -0.324 0.609 1.702 0.167
H -2.425 0.761 -0.496 0.177

---

Preferred: a; penalty for the next structure: 17.7 kcal/mol.

---

a | 26
Properties=species:S:1:pos:R:3:lowdin_charge:R:1 method="wB97M-V/def2-TZVPD" lumo_energy_ev="-6.18 / -5.93" homo_energy_ev="-12.2 / -12.4" smiles="CC[C@H]1CC=NC=C1[n+]1cc(=O)o[nH]1" charge=+1
O 4.478 -1.303 0.108 0.206
O 3.601 0.811 0.526 0.074
N 2.327 1.312 0.367 0.069
N -1.561 2.006 0.585 0.102
N 1.500 0.417 -0.362 -0.046
C -0.763 -0.373 -0.928 -0.272
C -0.420 2.248 0.143 0.129
C -2.245 0.274 -0.971 -0.036
C -0.925 -1.221 1.439 -0.022
C -2.373 1.038 0.340 -0.041
C 3.625 -0.515 -0.014 -0.388
C 0.221 0.659 -0.670 -0.041
C -0.657 -1.577 -0.052 -0.188
C 2.276 -0.630 -0.607 0.094
H -0.360 -1.842 2.050 0.073
H -3.166 0.835 1.016 0.134
H -2.422 0.927 -1.749 0.108
H 0.259 -2.006 -0.168 0.050
H -0.532 -0.247 1.476 0.051
H 1.946 -1.544 -1.052 0.145
H -1.972 -1.291 1.583 0.075
H 0.074 3.174 -0.025 0.107
H -3.078 -0.407 -0.821 0.132
H -0.870 -0.640 -2.018 0.180
H -1.390 -2.383 -0.353 0.151
H 2.428 2.276 0.158 0.154

---

b | 26
Properties=species:S:1:pos:R:3:lowdin_charge:R:1 method="wB97M-V/def2-TZVPD" lumo_energy_ev=-5.53 homo_energy_ev=-13.3 smiles="C#C/C=[N+](C)/C(=C(/CC)N=C)[N+](=O)[O-]" charge=+1
O -0.914 2.958 -0.912 0.105
O 1.116 2.942 -0.146 0.108
N 1.356 0.369 0.023 -0.003
N 0.081 2.421 -0.493 -0.358
N -0.661 -1.040 -0.456 0.103
C 4.686 -0.852 -0.324 0.263
C -0.953 0.208 -0.441 -0.260
C -3.322 0.073 0.374 -0.017
C 1.456 -0.372 1.282 0.025
C -0.867 -2.125 0.175 0.094
C 2.345 0.232 -0.842 0.023
C -2.321 0.670 -0.675 -0.101
C 0.084 1.034 -0.345 -0.101
C 3.577 -0.384 -0.562 -0.036
H -3.036 -0.952 0.609 0.065
H -0.569 -3.033 -0.272 0.088
H 1.658 0.296 2.090 0.114
H -1.248 -2.380 1.122 0.093
H 5.412 -1.471 0.017 0.038
H 2.066 -1.261 1.253 0.110
H -2.538 1.794 -0.785 0.153
H 2.380 0.603 -1.894 0.183
H -4.270 0.060 -0.039 0.066
H -2.607 0.191 -1.544 0.107
H 0.420 -0.597 1.567 0.095
H -3.329 0.619 1.218 0.044

---

Preferred: a; penalty for the next structure: 10.2 kcal/mol.

---

a | 25
Properties=species:S:1:pos:R:3:lowdin_charge:R:1 method="wB97M-V/def2-TZVPD" lumo_energy_ev="-0.45 / 0.46" homo_energy_ev="-7.6 / -8.2" charge=0
S 2.341 -1.017 -0.931 1.001
O -2.053 -1.156 -1.439 -0.016
O 3.382 -0.863 0.371 -0.404
O -0.192 -1.390 -0.253 -0.075
O 3.068 -0.412 -2.003 -0.487
N -0.363 1.447 0.515 -0.069
C -1.768 2.877 -0.367 -0.073
C 3.343 -1.068 1.664 -0.111
C -2.099 1.636 -0.931 0.018
C -1.824 -2.577 -1.648 -0.040
C -0.735 2.708 0.497 -0.099
C 0.484 0.844 1.557 -0.015
C -1.216 0.715 -0.324 -0.123
C -1.102 -0.681 -0.640 -0.484
H -0.113 3.324 1.108 0.129
H 0.153 0.777 2.608 0.106
H -0.752 -2.660 -2.021 0.112
H -1.835 -3.146 -0.622 0.125
H 1.444 1.234 1.593 0.056
H -2.621 -3.085 -2.181 0.082
H 4.219 -1.095 2.317 0.070
H 0.735 -0.226 1.226 0.069
H 2.528 -1.470 2.185 0.042
H -2.358 3.717 -0.449 0.075
H -2.666 1.566 -1.832 0.111

---

b | 25
Properties=species:S:1:pos:R:3:lowdin_charge:R:1 method="wB97M-V/def2-TZVPD" lumo_energy_ev=-0.15 homo_energy_ev=-8.8 charge=0
S -3.025 -0.168 -0.013 0.918
O 1.825 -0.137 0.194 -0.041
O -4.452 -0.026 -0.148 -0.365
O 1.636 -2.263 0.739 0.118
O 0.029 1.212 1.427 0.065
N -2.552 -1.847 -0.029 -0.086
C -1.277 -1.951 0.240 -0.191
C 3.234 -0.161 -0.016 -0.192
C -0.349 -0.947 0.549 -0.122
C -2.260 0.895 -1.479 -0.029
C 1.121 -1.207 0.512 -0.493
C -2.244 0.605 1.498 -0.105
C -0.720 0.268 1.218 -0.431
C 3.546 1.087 -0.819 -0.058
H -1.042 -3.024 0.070 0.148
H 3.342 -1.024 -0.624 0.105
H 4.032 1.920 -0.253 0.083
H -2.809 0.445 -2.259 0.044
H 4.301 0.784 -1.588 0.083
H -2.717 0.142 2.368 0.109
H 2.630 1.501 -1.275 0.085
H 3.573 -0.329 1.017 0.143
H -2.336 1.696 1.467 0.110
H -1.224 0.595 -1.449 0.047
H -2.265 1.935 -1.345 0.054

---

Preferred: b; penalty for the next structure: 27.7 kcal/mol.